(1)
Formula: C56H69ClCrN7OP
Source: the OMol25 dataset
Level of theory: wB97M-V/def2-TZVPD

Results
* HOMO energy (alpha / beta): -6.4 / -6.7 eV
* frontier orbital gap (alpha / beta): 0.2590 / 0.2693 hartree
* relative energy (zero: lowest compared OMol25 entry of this formula, charge and spin): 0.00 kJ/mol

Structure (ORCA input):
```
! RIJCOSX wB97M-V def2-TZVPD def2/J DEFGRID3
* xyz 0 5
N -0.062 -1.888 0.757
H 2.606 -1.056 -5.646
H 1.948 -0.172 -2.566
C -0.111 3.470 3.812
H -4.010 1.943 4.885
C 2.187 -5.325 1.834
H 2.568 5.105 -4.912
H 4.901 0.361 3.006
H -3.587 -2.789 3.518
H -0.676 3.872 5.858
C -5.204 2.278 3.111
C 0.017 -3.320 -2.926
C -2.823 -1.208 -2.292
H 1.535 3.084 6.222
C 5.581 -1.937 -4.860
H -0.972 4.023 3.444
C -3.737 -1.418 0.455
C 2.927 4.218 -2.991
N 2.664 -1.664 1.806
H -1.769 4.695 1.643
H 0.006 -2.490 -2.234
N -0.891 -0.426 -1.532
C -4.254 1.420 3.957
C -1.105 -4.119 -3.090
H -0.187 0.402 -3.300
C -0.987 -0.136 -2.824
C 1.999 -2.913 1.621
H -1.262 2.123 -1.367
C 1.550 1.418 4.833
C -0.969 4.149 -2.069
H -0.682 6.297 -2.176
C -4.207 -1.912 1.658
H -5.912 -0.935 2.549
H 1.161 2.553 2.334
C 1.812 1.923 -4.012
H 6.454 -1.737 -4.244
C -0.964 4.734 0.905
C -3.677 2.209 1.100
C -3.261 -2.405 2.557
H 5.806 -2.764 -5.535
H -1.199 -2.741 2.990
H 0.375 -6.388 1.390
C 2.739 -4.059 1.895
H -4.757 0.493 4.248
H 1.822 -2.600 -6.057
C -1.094 -5.187 -3.975
H 1.053 0.285 3.040
C -1.415 -1.905 1.034
O 2.340 -2.418 -1.231
H 1.423 1.009 -4.450
H 0.400 3.267 0.098
N 3.253 -2.755 -4.551
H 0.718 4.186 3.819
H -3.681 3.190 0.623
C 4.271 -2.076 -2.663
H -0.076 5.090 1.434
C 2.911 -2.419 -2.311
H 2.384 -7.413 2.316
C 0.609 1.030 3.695
C 0.837 2.325 5.856
H 3.261 1.334 1.022
C -2.191 -0.607 -3.353
C -0.670 3.333 0.328
H 0.525 5.468 -1.212
H -2.488 3.247 -0.835
N 2.305 -2.771 -3.521
C -1.916 -2.376 2.265
C 0.849 -5.415 1.461
C 1.915 3.051 -4.805
C -1.339 5.750 -0.183
H -0.902 -4.390 0.819
C -2.967 1.068 3.192
H 3.645 -6.802 1.249
H -0.149 3.734 -2.647
Cl 3.378 3.205 -0.564
C -5.084 1.891 1.642
C 0.245 2.282 2.874
C -5.670 -1.856 2.010
C -2.596 2.170 2.197
H -6.231 2.169 3.464
C 2.762 -2.131 -5.778
H -2.541 -0.534 -4.368
H 2.989 0.461 -1.296
H -5.836 2.411 1.044
C 1.190 -4.680 -4.539
C 2.791 3.084 -2.208
H -1.977 -5.801 -4.100
C 4.115 -0.147 2.476
H 5.015 -1.736 -1.963
H 2.094 -4.900 -5.090
H 5.383 -1.049 -5.463
H 3.380 5.102 -2.560
C -0.384 3.017 5.244
C -0.544 5.489 -1.454
H -3.420 1.482 0.321
H -4.953 3.337 3.219
C -1.417 3.138 -1.003
H 3.483 -2.305 -6.574
H -2.601 3.124 2.732
C 2.474 4.217 -4.300
H -1.177 6.764 0.191
H 2.413 1.937 4.407
C 2.076 0.664 -1.869
C 0.126 -4.287 1.138
H -3.761 -1.730 -2.231
H 3.677 -6.404 2.964
H 3.999 -2.188 3.364
H -1.998 -3.894 -2.520
H -2.407 5.674 -0.414
P -0.912 1.875 1.464
H -2.166 0.877 3.903
H -6.296 -1.886 1.117
C 3.679 -1.435 2.666
H -4.441 -0.999 -0.256
N 2.407 -0.557 1.082
C 3.284 0.358 1.474
H -5.289 0.821 1.537
H -5.953 -2.692 2.649
C 3.018 -6.551 2.108
H 1.573 3.014 -5.833
C 4.416 -2.253 -3.990
N -2.029 -1.078 -1.208
H -3.098 0.141 2.632
C 0.057 -5.464 -4.697
H 1.943 0.525 5.325
C 1.166 -3.604 -3.656
H 3.790 -3.961 2.144
H -1.792 4.309 -2.773
Cr 0.843 -0.389 -0.310
C 2.222 1.883 -2.662
C -2.381 -1.449 0.126
H -0.277 0.555 4.120
H 0.528 1.746 6.729
H -1.241 2.336 5.245
C 0.668 -2.991 1.185
H 0.080 -6.299 -5.386
*
```

Mulliken population analysis, charges in e, atoms 1 to 99: 1.94, 0.16, -0.22, -0.89, 0.28, 0.43, 0.39, 0.53, 0.37, 0.53, -0.95, 1.24, -0.65, 0.34, -1.65, 0.35, 0.11, -0.71, 0.10, -0.07, -0.05, 1.52, -0.93, -0.76, -0.07, -0.48, -0.32, -1.64, -0.95, -0.19, 0.51, 0.21, 0.21, 0.75, -0.20, 0.40, -0.71, -0.73, -1.15, 0.37, 0.55, 0.33, -0.72, 0.44, 0.41, -0.84, -1.04, -0.65, -0.10, 0.10, -0.35, -0.37, 0.43, 0.43, -1.20, 0.38, 0.05, 0.39, 0.48, -1.03, -0.19, -1.85, 1.22, 0.15, 0.41, 1.10, 0.26, -1.12, -0.91, -0.99, 0.55, 0.85, 0.28, -0.39, -0.30, -0.77, -0.09, -1.82, 0.52, 0.51, -1.02, 0.53, 1.16, 0.55, -0.31, 1.82, 0.43, -1.86, 0.54, 0.49, 0.32, 0.47, -0.67, -0.63, -0.21, 0.35, 0.45, 0.41, 1.04

(2)
Formula: C56H70Br2N14OPS
Source: the OMol25 dataset
Level of theory: wB97M-V/def2-TZVPD

Results
* HOMO energy: -10.6 eV
* frontier orbital gap: 0.2528 hartree

Structure (ORCA input):
```
! RIJCOSX wB97M-V def2-TZVPD def2/J DEFGRID3
* xyz 1 1
C 2.749 -5.688 1.324
C -10.164 -4.334 -4.793
H 7.936 -1.784 1.133
H -8.147 2.230 -2.081
C -7.019 0.512 0.453
C 2.597 -4.321 1.115
H 0.237 -2.822 -6.345
H 3.230 -2.375 1.797
C -8.267 2.359 1.294
N 1.965 -0.141 -5.118
H -5.370 -0.955 -1.723
H -8.666 2.941 2.121
H -10.976 -4.666 -4.157
H -1.548 -0.934 3.182
H 0.201 5.391 0.195
H 7.301 -0.774 -1.062
Br -4.189 -1.203 1.878
C -1.421 -0.271 2.226
C -1.911 -2.092 0.226
C 6.914 -2.994 6.024
H -0.593 1.127 -3.224
H -7.301 0.891 2.552
H 3.742 -7.191 2.516
N -4.067 5.978 -1.325
H 1.939 -3.110 -6.416
N 7.912 -2.899 6.929
H -2.245 -1.085 -4.148
P -1.529 -3.739 -1.854
C 6.685 1.084 -0.147
H 2.923 2.435 7.008
N 7.430 -0.132 2.259
H -6.865 5.920 -3.229
C 6.557 1.770 1.056
H -2.551 0.213 0.307
H 2.207 -6.400 0.709
C -0.406 0.246 -3.974
H -1.693 -3.883 -3.308
H 5.629 6.529 2.304
C 0.251 2.065 -0.377
C 1.207 -0.144 -3.807
H 0.917 1.221 -0.531
H -4.258 -4.521 -4.082
H -4.102 9.145 -2.522
C 4.516 1.023 6.642
H 2.958 -0.457 -4.947
C -5.584 7.642 -2.985
H 4.511 2.984 4.077
C 7.188 -0.213 -0.141
S 0.362 -3.986 -1.497
C 4.270 -5.186 3.088
C -5.973 6.325 -2.765
H 9.957 -2.930 7.201
H -2.975 2.539 -0.258
C -3.713 7.261 -1.559
H 6.168 2.782 1.086
C -1.380 -1.089 -1.922
C -8.064 -3.501 -6.322
C -10.355 -4.136 -6.157
C -9.287 -3.711 -6.940
H -2.249 4.897 0.133
H -6.418 -0.382 0.592
H -2.188 -4.891 -1.284
C 6.868 5.980 3.981
H 1.990 2.164 4.707
N 4.145 -3.853 2.907
H 6.863 1.622 3.186
C 3.311 -3.451 1.923
N 0.987 -0.473 -7.362
H -6.173 8.288 -3.630
N 4.984 4.745 3.114
H -4.111 -0.688 -3.096
C -8.905 -4.095 -4.267
N -7.240 0.861 -0.833
C 3.388 1.761 6.299
C 7.119 -3.195 4.668
H 7.871 5.121 5.683
C -2.423 -0.735 0.970
H 1.351 -1.231 -3.341
C 7.063 5.016 4.964
C 6.941 1.127 2.222
H 1.940 -3.942 0.340
N -3.564 -2.113 -1.411
C 5.084 0.170 5.701
N 3.401 0.793 4.087
H 1.206 0.547 -7.350
C 5.824 5.803 3.087
H 5.911 -2.902 6.431
H 1.755 0.585 -3.038
H -7.199 -3.172 -6.891
C 6.213 3.916 5.018
C 9.477 -3.205 5.116
C -0.154 4.379 0.025
C 7.542 -0.773 1.076
H 4.945 -5.483 3.886
H -0.659 0.604 -5.071
C 0.751 3.339 -0.161
H 7.514 6.848 3.911
H -5.529 -3.116 -4.068
H -5.455 4.507 -1.727
H 4.905 -0.557 3.679
H -2.805 7.588 -1.061
H 6.338 3.148 5.773
H -8.706 -4.232 -3.207
H 8.627 -3.457 3.153
C 3.602 -6.132 2.329
H 1.821 3.517 -0.140
N -1.067 1.772 -0.413
C -1.518 4.108 -0.008
H -0.303 -0.156 1.870
C 9.172 -3.008 6.453
C -7.982 1.971 -1.039
H -0.584 -2.024 -3.970
H 4.949 1.112 7.634
C 1.354 -1.066 -6.151
H -9.098 3.629 -0.243
N -2.216 -2.153 -1.286
H 6.396 1.556 -1.081
C 5.199 3.825 4.079
C -8.510 2.746 -0.019
C -4.210 -3.239 -2.163
H -0.265 -1.211 -1.506
H -0.751 -2.185 0.453
H -11.328 -4.312 -6.606
C 4.497 0.091 4.449
C -4.197 -0.866 -1.919
H -1.793 0.829 2.504
H 5.963 -0.419 5.938
H -1.636 0.028 -1.648
C 2.871 1.612 5.022
C -1.922 2.801 -0.227
C -4.432 8.123 -2.371
C 8.427 -3.301 4.209
C -5.191 5.540 -1.933
H -3.724 -2.659 -4.427
H 10.508 -3.283 4.790
C -1.238 -1.145 -3.556
N -7.848 -3.683 -5.001
Br -2.829 -3.601 1.249
N 1.171 -2.559 -5.964
H -3.869 0.141 -1.423
O -4.768 -4.244 -1.431
H -9.403 -3.546 -8.005
H 6.278 -3.266 3.987
C -7.508 1.220 1.539
C -4.401 -3.372 -3.793
*
```

Mulliken population analysis, charges in e, atoms 1 to 99: -0.09, -0.65, 0.29, 0.43, 0.08, 0.08, 0.22, 0.50, -0.20, -0.42, 0.41, 0.39, 0.36, 0.34, 0.40, 0.40, -0.04, -1.11, -0.55, -0.57, 0.22, 0.37, 0.37, -0.21, 0.27, -0.61, -0.17, 0.00, -0.51, 0.40, -0.33, 0.36, -0.19, -0.63, 0.40, -0.55, 0.14, 0.36, -0.33, -0.27, 0.62, 0.35, 0.37, -0.60, 0.30, -0.21, 0.83, -0.49, -0.22, -0.18, -0.60, 0.35, 0.56, -0.04, 0.42, -0.01, -0.04, -0.09, -0.67, 0.48, 0.26, 0.26, -0.28, 0.37, -0.21, 0.55, -0.48, -0.59, 0.37, -0.43, 0.26, -0.11, -0.33, -0.26, 0.20, 0.39, 1.03, 0.22, -0.61, -0.43, -0.24, 0.44, -0.40, -0.48, 0.32, -0.41, 0.55, 0.14, 0.35, -0.13, -0.40, -0.23, -0.14, 0.38, 0.43, -1.06, 0.39, 0.24, 0.43

(3)
Formula: C56H70ClF5IN3O7S2
Source: the OMol25 dataset
Level of theory: wB97M-V/def2-TZVPD

Results
* HOMO energy: -8.3 eV
* frontier orbital gap: 0.2829 hartree
* structure (SMILES): [H]/N=C\C[C@@H](CNC)O[C@](Cl)(CCCOC(C)=O)[C@@H](I)O[C@H](CCCOC(C)=O)CCCSC(=S)N1CCOCC1.Fc1ccccc1.Fc1ccccc1.Fc1ccccc1.Fc1ccccc1.Fc1ccccc1

Structure (ORCA input):
```
! RIJCOSX wB97M-V def2-TZVPD def2/J DEFGRID3
* xyz 0 1
H 2.617 -3.681 -6.870
N -3.520 -2.833 4.520
C 1.646 5.399 9.809
H 4.372 4.400 11.550
O -2.035 -3.775 0.390
C -0.732 3.127 -5.695
O -4.094 -1.431 1.111
H 0.880 0.487 -2.800
C 5.079 7.466 -2.301
C 6.347 -11.865 -7.736
C 2.058 5.051 8.531
H 7.390 -9.726 -5.316
H -1.040 3.065 2.858
H -5.619 6.198 3.258
H -3.963 3.265 -6.700
H -2.164 4.786 -3.117
C -5.549 -3.781 1.807
C 4.226 -5.071 -6.499
C 1.081 1.319 -0.825
H 1.504 -3.770 -1.397
C 1.298 3.924 2.251
H -4.295 1.697 -0.087
C -3.586 -0.199 0.734
C -5.090 1.598 1.881
H -2.389 -2.047 6.134
H -0.289 1.730 -2.427
H -1.568 2.244 5.297
C 4.651 -6.156 -5.744
C 6.005 -10.937 -8.711
H -4.272 2.027 2.451
H -1.762 2.407 -7.430
C 3.338 6.601 -0.315
F 4.970 9.638 -1.401
H 0.241 2.767 -6.002
H -0.561 4.024 4.292
S 1.989 3.401 0.679
H 6.229 -12.923 -7.930
H 4.876 -4.650 -7.255
C -4.288 -1.667 2.502
C -3.209 4.086 -4.868
I -4.161 -0.257 -2.388
H -2.617 -1.553 -0.629
H -5.889 -2.641 3.634
H -5.531 0.420 0.181
F 0.217 3.977 -3.716
H 2.086 4.139 4.675
H 5.881 -8.841 -9.206
C 2.563 -6.143 -4.547
H -0.266 2.522 0.313
H -1.230 -0.572 -2.600
S 1.009 5.514 2.474
C -2.091 4.272 -4.067
H -6.387 -1.857 2.163
H -5.491 -3.780 0.723
H 7.105 -12.158 -5.751
H -0.431 -1.800 -0.170
C 6.999 -10.081 -6.261
C 2.969 -4.523 -6.287
C -2.868 -0.492 -0.670
C 3.721 4.579 10.705
H 3.514 4.667 -1.212
N 0.991 2.959 3.247
C -5.481 6.315 2.182
O 0.340 1.404 5.327
H -4.103 -2.061 4.826
H 1.089 -1.335 -1.015
C 4.693 6.133 -2.246
H -4.465 -0.777 3.105
O -6.896 5.130 0.727
C -5.955 5.091 1.444
C 1.875 3.095 4.416
C 1.226 2.442 5.675
C 6.151 -9.580 -8.462
C -1.854 2.934 -6.489
H -4.427 6.514 2.001
H 2.102 1.444 -1.199
C 3.817 -6.692 -4.771
H 1.902 -6.542 -3.788
C -2.343 -2.861 5.407
F 3.688 4.120 7.119
H -2.667 -6.060 -1.031
C -3.187 -2.539 3.110
C 2.478 5.165 10.896
H -3.221 -4.531 -1.643
H 5.624 -6.580 -5.912
H 4.144 -7.541 -4.185
C -0.385 3.100 3.731
H -2.214 -2.041 3.059
C -0.141 -2.655 -2.135
C 4.133 4.220 9.430
H -2.356 -3.794 5.977
C -0.870 3.792 -4.493
H 0.675 5.853 9.957
C -3.090 3.414 -6.078
F 0.936 -4.533 -5.100
H 2.658 6.251 0.453
O -0.138 -4.484 -0.453
C 6.649 -9.174 -7.241
C 3.729 7.931 -0.357
C 2.158 -5.067 -5.312
H -1.393 -2.820 4.875
C 0.462 -3.963 -1.650
H 0.711 3.178 6.309
H -4.171 4.463 -4.549
H 0.450 -2.354 -3.007
O -5.223 3.964 1.619
C -0.776 1.901 4.619
H 1.989 1.991 6.304
H 3.370 8.645 0.374
H -6.104 7.134 1.844
C -1.495 -4.399 -0.454
N -5.534 -4.890 2.389
C 0.018 -1.496 -1.117
C 0.619 2.691 -0.298
H -1.160 1.096 3.993
H 1.155 0.595 -0.015
H -5.670 0.870 2.449
C -5.601 -2.493 2.597
C 4.592 8.344 -1.353
C 0.214 0.852 -2.016
C -4.640 0.905 0.575
H 0.457 -4.707 -2.453
C 3.297 4.464 8.359
H -1.821 -5.298 -2.433
H -3.072 -3.463 2.547
O -1.722 0.256 -0.765
Cl -2.263 0.421 1.839
H 5.752 7.824 -3.069
C 3.820 5.704 -1.255
H 0.386 3.308 -1.163
H 2.156 5.441 11.892
H 2.823 2.578 4.266
H -5.557 -4.727 3.397
H -1.174 -2.733 -2.484
C 6.842 -11.436 -6.512
H 5.623 -11.271 -9.667
H 1.427 5.233 7.671
H -6.896 2.832 2.167
F 6.796 -7.855 -6.998
H 5.073 5.432 -2.978
H -6.382 2.617 0.498
C -6.025 2.769 1.516
C -2.329 -5.131 -1.485
H 5.096 3.754 9.263
C -0.752 -0.267 -1.661
*
```

Mulliken population analysis, charges in e, atoms 1 to 99: 0.42, -0.35, -0.47, 0.36, -0.31, -0.42, -0.36, 0.69, -0.43, -0.50, -0.14, 0.42, 0.77, 0.27, 0.39, 0.45, -0.20, -0.46, -0.71, 0.50, -0.20, 0.39, 1.98, -0.06, 0.34, -0.08, 0.31, -0.44, -0.35, 0.20, 0.38, 0.55, -0.32, 0.42, 0.25, -0.25, 0.37, 0.38, 0.19, -0.45, -0.02, 0.07, 0.54, 0.64, -0.31, 0.40, 0.41, -0.23, -0.14, 0.55, -0.22, -0.29, 0.41, 0.44, 0.36, 0.40, -0.38, -0.44, -1.52, -0.36, 0.25, 0.37, -1.07, -0.44, 0.29, 0.72, -0.50, 0.32, -0.53, 0.67, -0.53, -0.49, -0.38, -0.41, 0.30, 0.56, -0.52, 0.41, -0.93, -0.27, 0.38, -0.66, -0.48, 0.31, 0.48, 0.37, -1.08, 0.63, -0.55, -0.49, 0.32, 0.37, 0.36, -0.53, -0.32, -0.14, -0.43, 0.35, -0.52

| no. | electronic energy (eV) |
| --- | --- |
| 1 | -121904.39459 |
| 2 | -242308.24296 |
| 3 | -133887.86471 |